The following is a quantum chemistry calculation of a cluster of 2 separate species, C21H33N5O5 in total, from OMol25.

Atoms and positions in Å:
H (0.473, -2.414, 0.064)
H (4.282, 2.123, 0.960)
O (4.483, -0.641, 2.399)
C (2.114, -1.294, 0.923)
H (-7.804, -1.531, 1.671)
C (0.865, 4.532, -1.482)
H (6.575, 1.063, 2.359)
O (-0.888, 1.877, 1.334)
C (-5.689, -2.347, -0.681)
H (-2.435, -1.388, -2.936)
H (-0.948, 2.510, -1.705)
C (-7.276, -1.951, 0.820)
H (0.632, -0.404, 2.235)
C (-4.423, -2.283, -1.458)
H (2.143, 4.376, 0.368)
H (-3.063, 0.803, -2.079)
H (-8.760, -3.367, 0.042)
H (-0.388, 4.383, 0.381)
H (0.792, -2.166, 2.400)
H (1.584, -1.745, -1.131)
C (1.635, 3.784, -0.399)
O (-4.464, -2.614, -2.641)
C (-2.147, 0.345, -1.690)
H (-3.927, 0.474, 0.544)
C (-6.753, -3.160, -0.995)
O (-6.005, -1.599, 0.439)
H (5.937, -0.788, -0.026)
C (5.307, -1.335, -0.724)
H (6.225, 2.780, 2.059)
C (-2.963, -1.458, 0.443)
C (4.344, -0.378, -1.396)
C (4.060, 0.253, 1.674)
H (-1.252, -1.635, -1.666)
H (4.761, -2.114, -0.199)
C (1.338, -1.236, 2.246)
H (-3.694, -1.928, 1.106)
C (-7.780, -2.903, -0.019)
C (0.115, 3.785, -0.390)
H (5.934, -1.792, -1.488)
C (5.808, 1.839, 2.422)
N (-0.551, 2.553, -0.774)
H (0.864, 5.626, -1.438)
H (5.514, 1.954, 3.467)
H (-6.800, -3.849, -1.835)
O (4.490, -0.109, -2.577)
H (0.440, -0.673, -0.289)
H (-1.991, -1.886, 0.709)
H (2.143, 2.860, -0.686)
H (0.865, 4.108, -2.491)
H (2.754, 0.769, -1.303)
H (-1.310, 0.711, -2.291)
C (1.081, -1.545, -0.185)
C (-1.144, 1.719, 0.150)
N (-3.233, -1.723, -0.974)
H (2.792, -2.146, 0.953)
H (2.026, -1.107, 3.081)
C (2.909, 0.014, 0.683)
H (-2.637, 0.233, 1.722)
C (-2.220, -1.177, -1.884)
N (4.647, 1.455, 1.620)
H (2.200, 0.820, 0.874)
C (-2.924, 0.056, 0.680)
N (-1.997, 0.701, -0.268)
N (3.333, 0.180, -0.726)

Values from the calculation:
Multiplicity = 1
Calculated total energy = -1469.9975 hartree
SMILES = O=C(NC1CC1)N1CCN(C(=O)c2ccco2)CC1.CNC(=O)[C@@H](NC(C)=O)C(C)C
LUMO level = 0.52 eV


The following is a quantum chemistry calculation of a cluster of 8 separate species, C21H33N7O10S in total, from OMol25.

Atoms and positions in Å:
H (-1.225, -1.936, -21.691)
C (1.176, 0.041, -24.763)
S (-0.424, -4.253, -19.388)
H (0.169, -8.173, -23.284)
O (-4.819, -0.434, -21.001)
O (-6.119, -2.304, -27.202)
N (-0.509, 1.625, -28.521)
H (-1.327, -4.776, -23.710)
H (-7.911, -2.268, -29.656)
H (-0.437, 3.219, -27.142)
N (-6.115, -4.947, -24.730)
C (-1.989, 1.649, -26.816)
C (-7.215, -5.381, -22.886)
O (2.402, -7.333, -22.468)
N (1.448, -6.613, -22.582)
C (2.809, -1.421, -25.073)
H (-3.750, -4.337, -24.242)
C (-3.013, -2.658, -25.485)
H (-0.977, -1.163, -19.366)
C (-7.275, -4.245, -24.748)
O (-0.833, -3.763, -20.912)
C (0.177, -7.089, -23.173)
C (1.804, -0.181, -23.485)
H (0.629, -1.027, -19.826)
H (-2.438, 1.854, -25.855)
H (1.577, 0.124, -22.474)
N (-1.759, -2.142, -25.536)
O (1.482, -5.413, -22.495)
C (-7.960, -4.448, -23.582)
C (-1.660, -3.935, -24.301)
H (-5.423, -4.926, -25.466)
N (-4.737, -1.591, -21.346)
H (-6.447, -2.099, -22.513)
H (-8.850, -3.953, -23.225)
C (-2.201, 0.495, -27.557)
H (-7.479, -5.698, -21.888)
C (-0.399, -2.435, -21.184)
O (0.581, -5.323, -19.507)
H (0.292, 0.613, -25.004)
H (-1.460, -1.342, -26.075)
H (-2.897, -0.309, -27.370)
H (-5.090, -1.109, -23.343)
H (3.625, -2.039, -25.417)
H (-5.206, -6.366, -23.574)
C (1.842, -0.703, -25.726)
H (0.212, 1.926, -29.160)
H (0.226, -6.725, -24.199)
O (-6.379, -0.499, -28.364)
H (-0.700, -6.823, -22.583)
C (-5.384, -1.918, -22.674)
H (-3.826, -2.243, -26.061)
C (-6.901, -2.550, -29.358)
H (-7.377, -3.580, -25.593)
O (0.292, -2.768, -18.984)
N (2.760, -1.083, -23.757)
C (-6.092, -5.751, -23.635)
C (-0.188, -1.748, -19.839)
C (-0.926, -2.825, -24.757)
H (0.108, -2.513, -24.789)
C (-0.980, 2.344, -27.469)
H (1.627, -0.708, -26.784)
H (0.434, -2.433, -21.888)
N (-6.422, -1.740, -28.224)
H (-6.890, -3.627, -29.191)
O (-3.962, -2.414, -20.938)
H (-1.120, -0.239, -29.363)
C (-2.968, -3.709, -24.642)
C (-1.318, 0.522, -28.623)
H (3.444, -1.380, -23.076)
O (-1.552, -4.430, -18.481)
H (-4.957, -2.774, -23.195)
H (-6.220, -2.199, -30.132)

Values from the calculation:
⟨S²⟩ = 0.753
Multiplicity = 2
Total charge = -1
Calculated total energy = -2353.4778 hartree
LUMO level (spin up / spin down) = 2.00 / 2.00 eV


The following is a quantum chemistry calculation of an isolated molecule of C21H33NO3, from OMol25.

Atoms and positions in Å:
H (5.116, -0.154, -1.735)
H (-1.697, 0.504, -0.990)
C (1.825, 1.468, 0.242)
N (-3.716, 0.597, -0.623)
C (4.655, 2.161, 0.765)
H (-4.808, 1.462, 0.984)
C (0.381, -0.404, 0.578)
H (1.138, -4.475, -1.076)
H (-2.409, 2.122, -1.054)
O (3.690, -1.549, -0.449)
H (-0.386, -4.222, 0.745)
C (-5.186, -1.320, -0.585)
H (5.620, -0.245, -0.046)
H (3.588, 1.727, -2.503)
H (-1.997, 0.563, 1.548)
C (1.157, -2.793, 0.288)
H (0.564, -2.964, -1.781)
C (-0.274, -3.140, 0.729)
C (2.661, -0.739, -0.102)
C (-3.841, -0.757, -0.121)
C (2.886, 0.650, -0.105)
H (-0.483, -2.772, 1.730)
H (-0.579, -0.795, 0.858)
H (-3.031, -1.364, -0.532)
H (-2.531, 2.249, 1.386)
C (1.404, -1.278, 0.254)
C (4.199, 1.350, -0.458)
H (3.197, 3.049, -1.406)
C (-4.804, 1.413, -0.118)
C (1.311, -3.401, -1.120)
H (4.830, 1.498, 1.610)
C (-2.403, 1.180, -0.499)
H (-5.195, -1.361, -1.685)
C (5.357, 0.432, -0.853)
H (-3.803, -0.802, 0.982)
H (3.409, -2.470, -0.415)
H (4.862, 2.800, -1.920)
C (2.077, -3.471, 1.321)
H (-4.705, 2.424, -0.518)
H (1.886, -4.543, 1.334)
C (3.940, 2.293, -1.643)
H (6.229, 1.044, -1.080)
H (1.938, 2.540, 0.259)
C (-0.488, 1.956, 0.896)
C (-6.124, 0.797, -0.585)
H (5.582, 2.682, 0.538)
O (-0.230, 3.131, 1.066)
H (-5.349, -2.321, -0.181)
H (2.281, -3.242, -1.585)
H (-1.014, -2.744, 0.037)
O (-6.257, -0.529, -0.128)
C (-1.916, 1.465, 0.942)
H (1.854, -3.075, 2.310)
H (-6.975, 1.347, -0.179)
H (-6.162, 0.818, -1.684)
H (3.914, 2.899, 1.060)
H (3.141, -3.329, 1.152)
C (0.569, 0.974, 0.573)

Values from the calculation:
Multiplicity = 1
Calculated total energy = -1100.4616 hartree
SMILES = CC(C)(C)c1cc(C(=O)CCN2CCOCC2)cc(C(C)(C)C)c1O
Relative energy (zero: lowest compared OMol25 entry of this formula, charge and spin) = 18.9 kcal/mol
LUMO level = 0.51 eV